Here is a cluster of 3 separate species, H5O2S in total in a non-equilibrium geometry from OMol25. Energies are from ωB97M-V with the def2-TZVPD basis set.

Geometry as XYZ:
```
8
Properties=species:S:1:pos:R:3
S 0.391 0.143 -1.282
O 1.368 -1.245 1.561
O -2.106 0.977 0.831
H -2.782 1.236 0.197
H 1.431 -0.409 2.038
H -1.429 0.603 0.299
H 0.815 -0.913 0.815
H 0.851 -0.372 -2.427
```

HOMO   -3.19 eV
Frontier orbital gap   0.270 Eh
Molar mass   69.1 g/mol
Net charge   -1
ΔE to the lowest compared entry with this formula, charge and spin   0.313 eV
E   -15012.8067 eV


Here is a cluster of 33 separate species, H66O33 in total in a non-equilibrium geometry from OMol25. Energies are from ωB97M-V with the def2-TZVPD basis set.

Geometry as XYZ:
```
99
Properties=species:S:1:pos:R:3
O -4.650 -3.577 -0.812
O 0.663 5.750 1.100
O 5.211 -0.609 -1.889
O -1.493 -2.160 -1.067
O 0.822 2.021 3.529
O 4.504 2.914 0.283
O 2.125 -3.153 3.570
O -0.665 -4.937 0.778
O -1.384 0.503 2.109
O 2.355 -0.501 2.926
O -1.970 -5.212 -1.682
O -0.968 0.083 5.004
O -1.890 3.045 4.640
O -2.834 0.507 -0.501
O 1.786 -3.056 0.056
O 2.398 2.588 -1.522
O 2.069 0.768 -5.114
O -2.805 -2.396 1.293
O -5.037 -1.036 -0.081
O -2.298 4.395 -0.402
O -1.018 3.485 1.754
O -1.645 -1.227 -3.970
O 0.046 -2.555 2.238
O 0.685 -2.317 -2.612
O 1.201 0.298 -2.346
O -0.425 2.175 -3.689
O -4.154 0.315 -3.660
O -0.004 4.267 -1.854
O 4.524 -1.664 0.780
O -3.381 -3.434 -3.528
O 4.615 1.130 2.488
O 0.894 -0.318 0.184
O 2.555 4.242 2.390
H 1.106 1.133 3.780
H -1.919 0.175 5.134
H 0.813 0.273 -1.460
H -3.861 -3.895 -0.332
H -0.233 2.114 -4.635
H -2.889 -2.580 -3.388
H -0.855 0.489 4.137
H -3.192 0.132 -3.632
H -3.650 -1.981 1.400
H -2.296 5.218 0.069
H 4.578 1.810 3.178
H -1.114 2.684 5.084
H 4.251 -1.243 1.601
H 1.166 -0.643 -2.638
H -4.365 -3.626 -1.750
H 2.646 -2.680 0.234
H 2.849 0.775 -5.661
H -2.488 -5.991 -1.782
H 0.669 -2.989 2.882
H 0.123 1.449 -3.335
H -3.615 0.030 -0.303
H 0.306 5.195 -1.929
H 2.349 0.987 -4.204
H -0.218 -2.300 -2.286
H 3.310 3.925 1.897
H -0.321 3.973 -2.751
H 0.370 1.870 2.682
H -0.340 -3.327 1.800
H -1.319 -4.608 0.170
H 5.623 -0.239 -1.074
H -1.677 3.110 3.717
H 4.515 -1.205 -1.581
H -3.124 1.337 -0.881
H 1.272 -2.998 0.879
H -1.007 -1.616 -4.559
H 5.181 3.416 -0.146
H 4.686 1.628 1.645
H -1.103 -0.797 -3.323
H -2.268 -4.541 -2.330
H 2.241 3.409 2.752
H -5.100 -1.985 -0.308
H 2.264 1.636 -1.573
H -5.915 -0.624 -0.029
H 5.109 -2.372 1.034
H 1.165 -2.660 -1.826
H -2.097 -0.126 1.969
H 1.576 3.058 -1.595
H 2.230 -3.257 4.519
H 0.315 6.215 1.892
H -2.520 -2.698 2.162
H -1.742 3.577 1.092
H 1.898 -0.818 2.162
H 2.433 -2.229 3.437
H 0.239 -0.217 0.874
H 1.500 5.347 1.387
H 0.153 -4.863 0.270
H -4.502 -0.568 -3.736
H -1.481 4.394 -0.962
H 3.854 2.714 -0.460
H -1.669 1.338 1.709
H -0.396 4.183 1.489
H 2.785 0.303 2.625
H -3.462 -3.477 -4.490
H 0.883 -1.270 0.007
H -1.853 -1.257 -0.915
H -1.701 -2.549 -0.191
```

HOMO   -10.14 eV
Frontier orbital gap   0.372 Eh
Molar mass   594.5 g/mol
ΔE to the lowest compared entry with this formula, charge and spin   0.967 eV
E   -68645.2199 eV


Here is a cluster of 34 separate species, H68O34 in total in a non-equilibrium geometry from OMol25. Energies are from ωB97M-V with the def2-TZVPD basis set.

Geometry as XYZ:
```
102
Properties=species:S:1:pos:R:3
O -0.138 0.067 -2.754
O -2.841 1.368 3.979
O 3.825 2.659 -1.723
O -5.298 -0.907 2.617
O 1.836 -1.684 -3.554
O -4.125 -2.409 0.063
O 5.149 -2.070 1.061
O 1.434 2.627 1.044
O -4.445 0.926 -1.531
O 3.729 -3.824 -1.398
O 4.090 2.510 2.179
O 4.376 -2.009 -3.205
O 0.114 -1.594 2.607
O 2.292 -4.007 2.505
O -0.283 1.231 2.714
O 3.275 0.227 5.065
O -2.207 1.241 0.031
O -0.349 3.798 4.440
O 3.207 -0.866 2.641
O -2.182 -3.473 -1.489
O -2.402 -1.831 2.078
O 1.858 1.879 -4.067
O -1.016 0.764 -5.551
O -3.941 3.457 -2.549
O 2.639 0.009 -0.295
O -0.936 4.604 0.942
O -1.396 3.468 -2.757
O -5.625 1.669 1.293
O -3.477 3.604 1.011
O 5.190 0.906 0.300
O 1.156 -2.927 0.155
O -0.185 -0.594 -0.106
O -2.794 -0.385 -3.228
O 0.244 -5.247 -0.907
H -0.836 4.609 4.297
H -1.161 2.542 -2.702
H 3.309 2.550 -2.521
H 5.045 -1.429 -2.841
H 0.632 -2.126 0.158
H 2.149 -4.048 1.560
H -0.146 0.030 -1.797
H -2.012 1.357 3.502
H 1.243 2.391 -4.592
H -1.478 -2.993 -1.052
H 4.688 -2.585 0.399
H 4.103 -2.554 -2.467
H 4.037 -4.605 -1.859
H 1.994 2.170 0.417
H -4.477 3.814 -3.258
H -4.975 -2.165 -0.302
H 0.211 0.411 2.711
H -0.822 0.111 0.010
H -3.323 4.026 1.856
H -0.537 3.266 3.667
H -2.948 1.279 -0.574
H 4.881 2.273 2.663
H -0.047 -2.464 2.971
H -3.583 -2.606 -0.701
H 4.878 1.679 0.771
H 0.963 -5.651 -0.422
H -2.315 3.498 -2.491
H -1.891 -0.233 -2.949
H 3.386 2.443 2.824
H 4.400 1.894 -1.702
H 5.339 0.252 0.983
H -6.541 1.537 1.048
H 3.484 -0.152 4.211
H 3.778 -1.511 2.224
H -3.934 0.364 -2.114
H -2.904 -1.104 2.446
H 3.526 0.319 -0.112
H -0.215 4.133 0.524
H -2.064 2.151 0.293
H 0.198 1.804 2.118
H 3.199 1.166 4.898
H 2.015 3.259 1.468
H -3.153 2.269 3.898
H 5.729 -2.697 1.493
H -0.466 -0.014 -5.645
H -1.613 0.551 -4.834
H -2.970 -2.197 1.401
H -5.331 -1.078 1.675
H -5.002 0.001 2.686
H 1.325 1.180 -3.687
H -1.812 -4.340 -1.657
H 2.324 -1.219 2.531
H 2.687 -0.940 -0.175
H -5.288 0.480 -1.447
H 2.836 -4.040 -1.131
H -5.126 1.345 0.543
H 0.629 -0.245 0.256
H -1.715 4.328 0.460
H -4.129 2.519 -2.556
H -0.472 -5.880 -0.847
H 1.535 -2.560 -3.794
H -2.745 -1.165 -3.780
H 0.410 -0.673 -3.018
H 2.767 -1.794 -3.362
H 0.575 -3.592 -0.213
H 1.429 -3.811 2.870
H -3.897 2.773 1.230
H -0.553 -1.490 1.929
```

HOMO   -10.21 eV
Frontier orbital gap   0.335 Eh
Molar mass   612.5 g/mol
ΔE to the lowest compared entry with this formula, charge and spin   4.214 eV
E   -70722.4003 eV


Here is a structure of composition H6Li2O11S2 in a non-equilibrium geometry from OMol25. Energies are from ωB97M-V with the def2-TZVPD basis set.

Geometry as XYZ:
```
21
Properties=species:S:1:pos:R:3
S -1.430 1.935 1.461
S 0.186 -3.137 0.598
O -1.058 1.034 -1.886
O 1.527 -3.497 1.065
O -1.165 0.542 1.017
O 1.325 1.369 -0.216
O -1.960 1.931 2.833
O -0.419 -4.178 -0.237
O 0.194 -1.811 -0.064
O -0.156 2.673 1.404
O -0.720 -3.010 1.779
O -2.377 2.508 0.488
O 2.132 -0.562 -2.089
Li -0.013 -0.037 -0.540
Li -1.532 -1.349 1.354
H -1.345 1.809 -1.354
H 2.178 1.656 0.113
H 2.264 0.177 -1.483
H 2.792 -1.216 -1.835
H 0.673 1.847 0.393
H -1.095 1.318 -2.802
```

HOMO   -1.74 eV
Frontier orbital gap   0.231 Eh
Molar mass   260.1 g/mol
Net charge   -2
ΔE to the lowest compared entry with this formula, charge and spin   0.000 eV
E   -44708.0596 eV


Here is a structure of composition H6LiO7S in a non-equilibrium geometry from OMol25. Energies are from ωB97M-V with the def2-TZVPD basis set.

Geometry as XYZ:
```
15
Properties=species:S:1:pos:R:3
S 16.087 13.158 1.829
O 13.340 15.890 0.156
O 15.641 11.975 1.048
O 17.297 13.648 1.147
O 15.021 14.156 1.751
O 11.687 13.466 1.270
O 13.597 13.196 -1.515
O 16.366 12.758 3.214
Li 13.483 13.796 0.507
H 11.403 13.373 2.179
H 14.127 16.398 -0.041
H 12.615 16.469 -0.079
H 13.803 12.351 -1.915
H 11.019 14.018 0.864
H 13.769 13.836 -2.205
```

HOMO   -2.41 eV
Frontier orbital gap   0.149 Eh
Molar mass   157.0 g/mol
Net charge   -1
ΔE to the lowest compared entry with this formula, charge and spin   0.000 eV
E   -25472.9822 eV


Here is a cluster of 2 separate species, H6N2 in total from OMol25. Energies are from ωB97M-V with the def2-TZVPD basis set.

Geometry as XYZ:
```
8
Properties=species:S:1:pos:R:3
N -0.416 1.499 -1.536
N 0.364 -1.314 1.611
H 0.478 1.980 -1.391
H 0.008 -0.444 1.202
H 1.036 -1.704 0.943
H -0.196 0.556 -1.873
H -0.424 -1.967 1.657
H -0.850 1.393 -0.614
```

HOMO   -10.24 eV
Frontier orbital gap   0.406 Eh
Molar mass   34.1 g/mol
ΔE to the lowest compared entry with this formula, charge and spin   0.111 eV
SMILES   N.N
E   -3077.6110 eV


Here is a structure of composition H6N2Si in a non-equilibrium geometry from OMol25. Energies are from ωB97M-V with the def2-TZVPD basis set.

Geometry as XYZ:
```
9
Properties=species:S:1:pos:R:3
Si 0.035 -1.138 -0.688
N -0.716 0.345 -0.395
N -1.867 0.622 0.313
H 2.392 1.035 1.141
H -2.134 -0.247 0.773
H -0.555 1.227 -1.039
H 1.637 1.209 0.889
H -0.163 -2.486 -0.062
H 1.372 -0.567 -0.933
```

HOMO (alpha / beta)   -8.23 / -7.19 eV
Frontier orbital gap (alpha / beta)   0.295 / 0.281 Eh
Molar mass   62.1 g/mol
ΔE to the lowest compared entry with this formula, charge and spin   3.420 eV
E   -10950.3231 eV


Here is the ion H6NO3SSi2 with charge -1 in a non-equilibrium geometry from OMol25. Energies are from ωB97M-V with the def2-TZVPD basis set.

Geometry as XYZ:
```
13
Properties=species:S:1:pos:R:3
S 0.788 -0.455 0.152
Si -1.515 -1.721 0.261
Si 0.638 2.130 -0.308
O 1.483 -0.662 -1.088
O 1.149 1.070 0.812
O 1.132 -1.462 1.120
N -0.788 -0.264 -0.036
H -0.566 2.911 -0.059
H -0.874 -2.775 -0.554
H -2.825 -1.818 -0.393
H -1.416 -1.907 1.644
H 1.179 1.801 -1.601
H 1.612 3.152 0.049
```

HOMO   -4.92 eV
Frontier orbital gap   0.318 Eh
Molar mass   156.3 g/mol
Net charge   -1
ΔE to the lowest compared entry with this formula, charge and spin   0.762 eV
E   -34321.3756 eV


Here is a cluster of 2 separate species, H6NS2 in total in a non-equilibrium geometry from OMol25. Energies are from ωB97M-V with the def2-TZVPD basis set.

Geometry as XYZ:
```
9
Properties=species:S:1:pos:R:3
S -1.164 0.300 -0.971
S -0.588 -0.476 0.861
N 2.623 0.398 0.157
H 2.980 0.598 -0.799
H -0.460 -1.805 0.678
H -2.414 -0.137 -0.925
H 3.199 0.738 0.945
H 2.690 -0.671 0.249
H 1.595 0.511 0.275
```

HOMO (alpha / beta)   -3.90 / -9.77 eV
Frontier orbital gap (alpha / beta)   0.146 / 0.361 Eh
Molar mass   84.2 g/mol
Expectation value of S²   0.751
ΔE to the lowest compared entry with this formula, charge and spin   0.436 eV
E   -23254.7212 eV
2S+1   2


Here is a structure of composition H6NiO15S3 in a non-equilibrium geometry from OMol25. Energies are from ωB97M-V with the def2-TZVPD basis set.

Geometry as XYZ:
```
25
Properties=species:S:1:pos:R:3
Ni -0.435 -0.147 -0.369
S 0.083 -2.982 1.231
S 1.502 0.859 1.855
S 0.352 2.631 -1.701
O 1.193 -3.352 0.334
O -0.927 -4.051 1.250
O -2.262 -0.589 -1.412
O 0.658 2.033 2.026
O -0.314 3.497 -2.694
O 2.893 1.275 2.129
O -1.468 1.063 0.887
O 0.284 3.385 -0.477
O 1.345 0.248 0.523
O 0.758 -1.354 -1.709
O -0.498 -1.718 0.801
O -0.272 1.326 -1.639
O 1.118 -0.089 2.927
O 1.730 2.430 -2.126
O 0.607 -2.772 2.551
H -2.351 1.387 1.066
H -2.946 -0.124 -1.895
H 1.319 -0.975 -2.386
H -0.899 1.600 1.438
H 1.201 -2.163 -1.456
H -2.671 -1.415 -1.153
```

HOMO (alpha / beta)   5.51 / 5.52 eV
Frontier orbital gap (alpha / beta)   0.123 / 0.121 Eh
Molar mass   400.9 g/mol
Net charge   -4
Expectation value of S²   2.004
ΔE to the lowest compared entry with this formula, charge and spin   0.000 eV
E   -104350.2691 eV
2S+1   3


Here is a cluster of 3 separate species, H6O3 in total from OMol25. Energies are from ωB97M-V with the def2-TZVPD basis set.

Geometry as XYZ:
```
9
Properties=species:S:1:pos:R:3
O 1.410 -0.652 -1.473
O -1.564 1.716 -0.233
O 0.167 -0.892 1.623
H -0.791 1.541 -0.780
H 1.461 -0.339 -0.562
H -2.082 0.907 -0.280
H -0.754 -0.638 1.329
H -0.058 -1.448 2.401
H 2.199 -1.214 -1.586
```

HOMO (alpha / beta)   0.97 / -6.55 eV
Frontier orbital gap (alpha / beta)   0.119 / 0.389 Eh
Molar mass   54.0 g/mol
Net charge   -1
Expectation value of S²   0.751
ΔE to the lowest compared entry with this formula, charge and spin   0.390 eV
E   -6238.7722 eV
2S+1   2


Here is a cluster of 3 separate species, H6O3 in total from OMol25. Energies are from ωB97M-V with the def2-TZVPD basis set.

Geometry as XYZ:
```
9
Properties=species:S:1:pos:R:3
O 25.364 -14.210 9.811
O 26.887 -15.211 7.456
O 29.033 -17.067 8.159
H 24.780 -14.947 10.011
H 29.718 -16.823 7.527
H 27.519 -15.892 7.743
H 27.429 -14.482 7.138
H 29.498 -17.268 8.978
H 25.642 -14.361 8.892
```

HOMO   -10.69 eV
Frontier orbital gap   0.409 Eh
Molar mass   54.0 g/mol
ΔE to the lowest compared entry with this formula, charge and spin   0.272 eV
SMILES   O.O.O
E   -6239.9812 eV


Here is a cluster of 3 separate species, H6O3 in total in a non-equilibrium geometry from OMol25. Energies are from ωB97M-V with the def2-TZVPD basis set.

Geometry as XYZ:
```
9
Properties=species:S:1:pos:R:3
O 28.231 8.011 21.175
O 31.246 11.231 23.122
O 30.614 9.188 21.461
H 31.254 8.942 20.825
H 30.437 11.848 23.299
H 31.083 10.550 22.515
H 27.325 8.558 21.365
H 27.823 7.183 21.161
H 29.967 8.495 21.277
```

HOMO   -10.35 eV
Frontier orbital gap   0.390 Eh
Molar mass   54.0 g/mol
ΔE to the lowest compared entry with this formula, charge and spin   0.998 eV
SMILES   O.O.O
E   -6239.2552 eV


Here is a cluster of 3 separate species, H6O3 in total from OMol25. Energies are from ωB97M-V with the def2-TZVPD basis set.

Geometry as XYZ:
```
9
Properties=species:S:1:pos:R:3
O -3.460 0.198 1.699
O -0.217 -0.038 -1.392
O 4.246 -0.639 -0.466
H -0.848 0.448 -0.861
H 4.665 0.171 -0.759
H -0.463 0.157 -2.296
H -3.809 -0.634 2.020
H -3.429 0.760 2.473
H 3.315 -0.423 -0.418
```

HOMO   -11.33 eV
Frontier orbital gap   0.446 Eh
Molar mass   54.0 g/mol
ΔE to the lowest compared entry with this formula, charge and spin   0.572 eV
SMILES   O.O.O
E   -6239.6817 eV


Here is a cluster of 3 separate species, H6O3 in total in a non-equilibrium geometry from OMol25. Energies are from ωB97M-V with the def2-TZVPD basis set.

Geometry as XYZ:
```
9
Properties=species:S:1:pos:R:3
O 3.819 -0.136 -0.042
O 0.293 0.773 -0.017
O -3.888 -0.235 -0.045
H -4.539 -0.164 0.608
H 4.476 -0.234 -0.651
H -0.394 0.697 0.679
H 4.104 -0.802 0.610
H -4.320 0.211 -0.804
H 0.449 -0.111 -0.340
```

HOMO   -10.97 eV
Frontier orbital gap   0.437 Eh
Molar mass   54.0 g/mol
ΔE to the lowest compared entry with this formula, charge and spin   0.858 eV
SMILES   O.O.O
E   -6239.3953 eV


Here is a cluster of 3 separate species, H6O3 in total in a non-equilibrium geometry from OMol25. Energies are from ωB97M-V with the def2-TZVPD basis set.

Geometry as XYZ:
```
9
Properties=species:S:1:pos:R:3
O -0.997 -0.644 -0.481
O 0.309 1.213 -2.146
O 0.773 -0.408 1.841
H -1.235 -1.604 -0.173
H 1.099 1.044 -1.632
H 0.050 -0.192 2.444
H -0.673 -0.505 0.333
H -0.221 0.565 -1.664
H 0.895 0.527 1.480
```

HOMO   -10.94 eV
Frontier orbital gap   0.410 Eh
Molar mass   54.0 g/mol
ΔE to the lowest compared entry with this formula, charge and spin   1.088 eV
SMILES   O.O.O
E   -6239.1656 eV